A molecular structure, C44H43As2Cl3LaNO8P2 at a distorted geometry, computed with ωB97M-V/def2-TZVPD.

Results
- E_LUMO (spin up / spin down): -5.5 / -7.8 eV
- Maximum force: 0.082 hartree/bohr
- Kohn-Sham gap (spin up / spin down): 7.63 / 3.97 eV
- E_tot: -8925.2633 hartree
- E_HOMO (spin up / spin down): -13.08 / -11.73 eV
- Net charge: +2
- Relative energy (zero: lowest compared OMol25 entry of this formula, charge and spin): 140.3 kJ/mol

Each line ends with the Löwdin charge.
Atoms and positions in Å:
La -0.216 -0.122 1.571  1.897
O -2.306 -4.395 1.431  0.116
C -1.952 -3.102 1.583  -0.377
O -0.870 -2.665 1.121  -0.030
C -2.980 -2.365 2.361  -0.204
C -4.007 -3.102 2.924  0.044
C -4.884 -2.451 3.738  -0.013
C -4.676 -1.127 3.973  0.031
C -3.541 -0.498 3.487  -0.144
N -2.763 -1.084 2.556  0.132
C -3.239 0.960 3.683  -0.382
O -4.110 1.617 4.455  0.127
O -2.257 1.540 3.118  -0.005
H -2.016 -4.753 0.557  0.170
H -4.146 -4.182 2.733  0.150
H -5.646 -2.892 4.382  0.141
H -5.406 -0.554 4.652  0.169
H -3.755 2.492 4.827  0.192
C 4.464 -2.861 2.627  -0.295
As 3.431 -3.625 1.090  1.195
C 2.745 -5.386 1.831  -0.271
C 5.003 -4.573 0.279  -0.444
C 5.595 -5.586 1.049  -0.115
C 6.349 -6.585 0.455  -0.032
C 6.563 -6.531 -0.927  -0.051
C 5.906 -5.582 -1.695  -0.087
C 5.109 -4.581 -1.101  -0.440
As 4.141 -3.157 -2.041  1.253
C 5.184 -1.563 -1.458  -0.288
C 4.904 -3.381 -3.804  -0.288
H 3.770 -2.074 3.070  0.015
H 5.252 -2.349 2.065  0.016
H 4.881 -3.678 3.274  0.045
H 1.673 -5.322 2.087  0.019
H 3.295 -5.623 2.762  0.034
H 2.969 -6.171 1.114  0.026
H 5.409 -5.423 2.085  0.074
H 6.707 -7.428 1.039  0.121
H 7.182 -7.267 -1.408  0.114
H 6.029 -5.608 -2.777  0.097
H 6.272 -1.817 -1.302  0.065
H 4.646 -1.164 -0.591  -0.039
H 5.057 -0.704 -2.224  0.069
H 5.994 -3.175 -3.622  0.073
H 4.453 -2.621 -4.403  0.016
H 4.659 -4.368 -4.179  0.033
O -1.516 -0.009 -0.402  -0.574
P -2.317 0.950 -1.309  0.844
C -2.372 2.682 -0.555  -0.254
P -0.761 3.429 0.094  0.787
O -0.111 2.391 0.958  -0.507
C 0.290 4.037 -1.247  -0.289
C 1.642 4.056 -0.897  -0.079
C 2.477 4.968 -1.532  -0.051
C 2.042 5.736 -2.641  -0.076
C 0.723 5.738 -2.941  -0.068
C -0.170 4.869 -2.248  -0.100
C -1.180 5.005 0.917  -0.276
C -1.957 5.964 0.244  -0.086
C -2.508 6.995 0.944  -0.069
C -2.308 7.156 2.329  -0.047
C -1.530 6.212 3.003  -0.039
C -0.933 5.144 2.254  -0.058
C -1.528 1.258 -2.967  -0.278
C -0.642 0.267 -3.458  -0.036
C -0.133 0.380 -4.780  -0.064
C -0.409 1.498 -5.484  -0.067
C -1.258 2.486 -4.960  -0.063
C -1.832 2.363 -3.721  -0.144
C -3.962 0.370 -1.721  -0.277
C -4.700 0.594 -2.866  -0.052
C -6.010 0.034 -3.095  -0.033
C -6.615 -0.701 -2.068  -0.037
C -5.878 -0.922 -0.876  -0.055
C -4.569 -0.483 -0.755  -0.079
H -3.009 2.573 0.316  0.055
H -2.926 3.430 -1.213  0.087
H 2.036 3.327 -0.189  0.102
H 3.591 5.085 -1.268  0.138
H 2.753 6.427 -3.061  0.109
H 0.306 6.395 -3.738  0.126
H -1.257 4.913 -2.481  0.098
H -2.040 6.014 -0.822  0.090
H -3.168 7.649 0.425  0.104
H -2.622 8.067 2.832  0.114
H -1.408 6.295 4.060  0.098
H -0.253 4.405 2.700  0.115
H -0.323 -0.499 -2.753  0.090
H 0.371 -0.481 -5.149  0.101
H 0.115 1.723 -6.410  0.119
H -1.416 3.427 -5.483  0.117
H -2.561 3.125 -3.363  0.112
H -4.295 1.201 -3.713  0.116
H -6.472 0.121 -4.065  0.108
H -7.553 -1.129 -2.292  0.099
H -6.317 -1.412 -0.040  0.095
H -4.017 -0.802 0.098  0.068
Cl 1.845 -0.137 -0.233  -0.273
C 1.597 -1.517 5.417  -1.074
Cl 1.971 -3.132 5.053  0.699
Cl 2.470 -0.647 6.539  0.739
C 0.805 -0.779 4.348  -0.787
O 0.809 -1.415 3.208  -0.371
O 0.120 0.193 4.609  0.000

***

A molecular structure, C44H43BaClIN8O8S, computed with ωB97M-V/def2-TZVPD.

Results
- E_LUMO: 0.6 eV
- Maximum force: 0.010 hartree/bohr
- Kohn-Sham gap: 6.07 eV
- E_tot: -3924.2548 hartree
- E_HOMO: -5.42 eV
- Net charge: -1
- Relative energy (zero: lowest compared OMol25 entry of this formula, charge and spin): 41.5 kJ/mol

Each line ends with the Löwdin charge.
Atoms and positions in Å:
Ba 0.177 -0.425 0.218  1.932
C -2.026 0.499 -3.428  -0.106
N -1.344 1.779 -3.398  -0.249
C -0.666 2.030 -4.655  -0.108
C -2.228 2.882 -3.072  -0.217
C -2.924 2.766 -1.731  -0.221
N -2.035 2.697 -0.584  -0.251
C -2.819 2.390 0.611  -0.090
C -1.310 3.944 -0.395  -0.090
H -2.896 0.503 -4.107  0.094
H -2.363 0.216 -2.430  0.067
H -1.328 -0.267 -3.766  0.068
H -1.369 2.100 -5.506  0.088
H 0.043 1.226 -4.864  0.073
H -0.110 2.968 -4.597  0.086
H -3.019 3.010 -3.836  0.123
H -1.627 3.796 -3.101  0.105
H -3.555 1.875 -1.710  0.111
H -3.610 3.626 -1.648  0.124
H -3.613 3.138 0.783  0.095
H -2.176 2.377 1.487  0.062
H -3.279 1.405 0.520  0.080
H -1.994 4.791 -0.210  0.094
H -0.706 4.177 -1.273  0.076
H -0.638 3.854 0.458  0.064
O 4.447 -1.599 0.362  -0.005
C 3.269 -1.634 0.742  -0.648
O 2.235 -1.893 0.054  -0.280
C 3.027 -1.311 2.222  -0.206
C 4.094 -1.313 3.110  -0.008
C 3.860 -1.017 4.442  -0.055
C 2.566 -0.720 4.852  -0.051
C 1.562 -0.729 3.902  -0.132
N 1.783 -1.017 2.614  0.026
H 5.080 -1.534 2.727  0.112
H 4.674 -1.009 5.156  0.106
H 2.338 -0.472 5.879  0.109
H 0.536 -0.491 4.172  0.108
Cl -6.771 -3.759 1.199  0.651
C -5.303 -2.823 1.343  -0.623
C -5.058 -2.131 2.495  -0.185
C -3.892 -1.371 2.642  -0.650
I -3.560 -0.300 4.399  0.891
C -2.919 -1.267 1.638  -0.502
O -1.847 -0.575 1.739  -0.400
C -3.190 -2.023 0.426  -0.151
N -2.249 -1.963 -0.550  0.040
C -2.447 -2.618 -1.671  -0.154
C -3.594 -3.385 -1.921  -0.054
C -4.554 -3.471 -0.949  -0.029
C -4.377 -2.788 0.273  -0.177
H -5.774 -2.169 3.305  0.090
H -1.665 -2.531 -2.422  0.095
H -3.703 -3.896 -2.868  0.100
H -5.451 -4.056 -1.099  0.085
C 5.685 -2.574 -2.451  -0.027
O 4.526 -3.030 -3.161  -0.055
C 4.663 -3.473 -4.413  -0.258
C 5.870 -3.646 -5.084  -0.005
C 5.877 -4.126 -6.390  -0.080
C 4.697 -4.434 -7.045  -0.095
C 3.489 -4.242 -6.385  -0.024
C 3.469 -3.759 -5.091  -0.189
N 2.230 -3.586 -4.399  0.121
C 1.762 -2.478 -3.843  0.009
C 2.165 -1.170 -3.975  -0.117
C 3.197 -0.688 -4.842  -0.026
C 3.606 0.601 -4.789  -0.081
C 3.013 1.490 -3.839  -0.058
C 2.012 1.093 -3.016  -0.022
C 1.491 -0.251 -3.065  -0.387
O 0.512 -0.601 -2.362  -0.276
H 5.322 -2.209 -1.494  0.063
H 6.172 -1.767 -3.005  0.099
H 6.389 -3.395 -2.303  0.096
H 6.801 -3.416 -4.587  0.106
H 6.826 -4.260 -6.896  0.105
H 4.711 -4.809 -8.059  0.100
H 2.545 -4.449 -6.877  0.117
H 1.752 -4.435 -4.140  0.161
H 0.925 -2.638 -3.170  0.143
H 3.645 -1.359 -5.565  0.111
H 4.378 0.964 -5.455  0.099
H 3.368 2.513 -3.788  0.109
H 1.538 1.786 -2.328  0.113
O 2.311 4.868 8.746  -0.367
S 1.198 5.629 8.198  0.383
O -0.021 4.875 7.991  -0.371
O 1.015 6.947 8.764  -0.367
C 1.808 5.944 6.502  -0.331
N 2.544 7.040 6.287  0.121
C 2.995 7.215 5.052  -0.126
C 2.744 6.321 4.024  -0.012
C 1.991 5.205 4.355  -0.234
N 1.521 5.024 5.581  0.165
C 1.650 4.145 3.372  -0.132
C 0.556 3.319 3.603  0.025
C 0.267 2.321 2.691  -0.161
N 1.000 2.093 1.593  -0.042
C 2.055 2.883 1.381  -0.144
C 2.410 3.915 2.229  -0.007
H 3.580 8.113 4.873  0.104
H 3.109 6.505 3.022  0.098
H -0.037 3.457 4.498  0.126
H -0.575 1.648 2.858  0.091
H 2.651 2.668 0.498  0.108
H 3.292 4.504 2.013  0.107

***

A molecular structure, C44H44AsBrN5O3RbS, computed with ωB97M-V/def2-TZVPD.

Results
- E_LUMO: 3.5 eV
- Maximum force: 0.010 hartree/bohr
- Kohn-Sham gap: 4.96 eV
- E_tot: -7434.5383 hartree
- E_HOMO: -1.44 eV
- Net charge: -2
- Relative energy (zero: lowest compared OMol25 entry of this formula, charge and spin): 153.8 kJ/mol

Each line ends with the Löwdin charge.
Atoms and positions in Å:
Rb 0.086 0.024 -0.261  0.590
C -1.883 2.315 4.061  -0.045
C -1.797 1.255 2.985  -0.330
N -0.807 0.443 2.925  0.029
O 0.167 0.715 3.917  -0.131
C -2.852 1.211 1.977  -0.352
C -4.189 1.862 2.213  -0.073
N -2.577 0.594 0.859  -0.178
O -3.463 0.604 -0.086  -0.281
H -0.906 2.783 4.188  0.071
H -2.139 1.872 5.027  0.081
H -2.634 3.062 3.817  0.055
H 0.977 0.610 3.387  0.023
H -4.528 1.737 3.244  0.064
H -4.903 1.398 1.532  0.054
H -4.189 2.937 1.992  0.067
S 0.098 -3.801 0.504  0.531
C -1.369 -4.699 0.327  -0.789
C -1.573 -5.919 1.001  -0.153
C -2.746 -6.635 0.865  -0.135
C -3.770 -6.166 0.048  -0.135
C -3.590 -4.969 -0.632  -0.124
C -2.410 -4.245 -0.513  -0.425
As -2.119 -2.514 -1.364  1.295
C -3.761 -2.425 -2.462  -0.388
C -4.668 -1.416 -2.148  -0.098
C -5.845 -1.283 -2.878  -0.096
C -6.122 -2.149 -3.925  -0.124
C -5.218 -3.157 -4.245  -0.112
C -4.046 -3.291 -3.516  -0.128
C -0.994 -3.099 -2.878  -0.388
C -0.896 -2.248 -3.975  -0.130
C -0.130 -2.591 -5.081  -0.123
C 0.568 -3.789 -5.096  -0.122
C 0.490 -4.638 -3.999  -0.096
C -0.286 -4.297 -2.899  -0.106
H -0.780 -6.280 1.645  0.079
H -2.866 -7.568 1.407  0.084
H -4.697 -6.718 -0.053  0.079
H -4.386 -4.592 -1.264  0.083
H -4.422 -0.726 -1.342  0.060
H -6.541 -0.491 -2.628  0.094
H -7.038 -2.041 -4.495  0.085
H -5.427 -3.837 -5.063  0.088
H -3.344 -4.078 -3.768  0.104
H -1.442 -1.309 -3.978  0.106
H -0.077 -1.916 -5.928  0.090
H 1.170 -4.061 -5.956  0.087
H 1.037 -5.574 -3.995  0.093
H -0.331 -4.959 -2.045  0.072
Br -1.828 7.317 2.100  0.674
C -1.102 5.954 0.978  -0.679
C -0.713 6.288 -0.308  -0.146
C -0.193 5.300 -1.122  -0.028
C -0.066 3.986 -0.652  -0.239
C -0.414 3.687 0.665  0.020
C -0.952 4.674 1.476  -0.092
N 0.447 2.942 -1.437  0.113
C 0.358 2.977 -2.697  -0.091
C 0.953 1.899 -3.500  -0.256
C 0.947 1.962 -4.893  -0.028
C 1.553 0.938 -5.604  -0.080
C 2.126 -0.114 -4.910  -0.068
C 2.062 -0.102 -3.519  -0.112
N 1.504 0.880 -2.831  0.095
H -0.807 7.306 -0.660  0.090
H 0.142 5.561 -2.117  0.099
H -0.212 2.701 1.070  0.071
H -1.229 4.441 2.493  0.086
H -0.133 3.773 -3.264  0.118
H 0.476 2.795 -5.401  0.104
H 1.568 0.959 -6.687  0.100
H 2.589 -0.947 -5.420  0.101
H 2.464 -0.915 -2.921  0.102
C 4.257 -3.912 1.351  -0.067
N 3.975 -2.931 0.320  -0.150
C 4.480 -3.194 -1.007  -0.054
C 3.000 -1.987 0.489  -0.525
C 2.480 -1.747 1.879  -0.021
O 2.614 -1.319 -0.464  -0.086
H 4.739 -4.774 0.890  0.079
H 3.337 -4.261 1.820  0.084
H 4.928 -3.518 2.121  0.083
H 5.564 -3.337 -0.973  0.081
H 4.249 -2.341 -1.637  0.072
H 4.018 -4.086 -1.443  0.092
H 3.211 -1.976 2.653  0.078
H 1.585 -2.352 2.044  0.022
H 2.211 -0.689 1.938  0.041
C 4.609 3.447 1.905  -0.164
C 4.204 2.920 0.683  -0.148
C 3.046 2.154 0.598  -0.196
C 2.195 1.855 1.682  -0.153
C 2.664 2.418 2.889  -0.191
C 3.821 3.185 3.017  -0.157
H 5.511 4.047 1.987  0.071
H 4.795 3.104 -0.212  0.076
H 2.795 1.767 -0.392  0.047
H 2.087 2.289 3.808  0.057
H 4.102 3.583 3.990  0.074

***

A molecular structure, C44H44BI2N13O4Sr, computed with ωB97M-V/def2-TZVPD.

Results
- E_LUMO (spin up / spin down): -3.8 / -3.8 eV
- Maximum force: 0.015 hartree/bohr
- Kohn-Sham gap (spin up / spin down): 5.82 / 6.29 eV
- Spin multiplicity: 2
- E_tot: -3366.8138 hartree
- E_HOMO (spin up / spin down): -9.65 / -10.12 eV
- Net charge: +1
- Relative energy (zero: lowest compared OMol25 entry of this formula, charge and spin): 111.5 kJ/mol

Each line ends with the Löwdin charge.
Atoms and positions in Å:
Sr 0.688 0.384 -0.159  1.423
C 2.382 -3.517 -0.406  0.018
C 2.552 -2.571 0.768  -0.450
C 3.753 -2.773 1.622  0.032
C 4.393 -1.604 1.668  -0.025
N 3.727 -0.667 0.880  0.027
N 2.632 -1.192 0.337  0.024
B 4.101 0.862 0.839  -0.633
N 3.864 1.507 -0.567  0.020
C 4.749 2.334 -1.160  -0.047
C 4.193 2.815 -2.322  -0.018
C 2.924 2.228 -2.378  -0.403
C 1.858 2.430 -3.405  -0.032
N 2.730 1.444 -1.323  -0.007
N 3.238 1.557 1.922  0.020
C 3.545 2.379 2.943  -0.048
C 2.380 2.708 3.601  -0.009
C 1.373 2.042 2.897  -0.358
C -0.106 2.059 3.117  -0.029
N 1.893 1.340 1.896  -0.009
N 5.602 0.933 1.097  -0.041
C 6.534 0.211 0.424  -0.099
C 7.766 0.741 0.700  -0.013
C 7.497 1.833 1.556  -0.350
C 8.466 2.788 2.171  -0.034
N 6.199 1.945 1.777  0.116
H 2.312 -4.546 -0.054  0.100
H 3.245 -3.426 -1.064  0.100
H 1.486 -3.263 -0.974  0.076
H 4.018 -3.694 2.112  0.123
H 5.291 -1.325 2.191  0.132
H 5.711 2.531 -0.717  0.122
H 4.639 3.491 -3.030  0.107
H 2.297 2.613 -4.385  0.086
H 1.242 3.296 -3.151  0.032
H 1.208 1.558 -3.474  0.052
H 4.566 2.667 3.114  0.100
H 2.275 3.344 4.462  0.104
H -0.346 2.464 4.098  0.084
H -0.519 1.048 3.067  0.071
H -0.598 2.678 2.363  0.062
H 6.253 -0.618 -0.205  0.128
H 8.722 0.397 0.346  0.104
H 9.319 2.260 2.596  0.078
H 7.979 3.359 2.959  0.075
H 8.849 3.489 1.427  0.078
I 1.154 4.864 -0.632  1.076
C -0.762 4.433 -1.301  -0.624
C -1.448 5.318 -2.151  -0.199
C -2.707 5.051 -2.632  -0.677
I -3.599 6.383 -3.962  0.956
C -3.377 3.882 -2.202  -0.198
C -4.674 3.468 -2.582  -0.001
C -5.242 2.327 -2.069  -0.012
C -4.541 1.598 -1.102  -0.033
N -3.324 1.966 -0.783  0.056
C -2.685 3.037 -1.307  -0.095
C -1.321 3.222 -0.910  -0.444
O -0.714 2.292 -0.254  -0.327
H -0.948 6.228 -2.454  0.086
H -5.226 4.075 -3.289  0.074
H -6.235 2.015 -2.356  0.118
H -4.964 0.745 -0.577  0.121
C -1.348 -1.646 -5.724  -0.004
N -0.529 -1.382 -4.555  -0.126
C 0.809 -1.657 -4.421  -0.045
C 1.164 -1.207 -3.187  -0.154
N 0.067 -0.661 -2.559  -0.028
C -0.924 -0.784 -3.414  -0.166
H -1.214 -2.676 -6.045  0.097
H -1.080 -0.975 -6.539  0.098
H -2.393 -1.492 -5.465  0.091
H 1.373 -2.134 -5.203  0.127
H 2.133 -1.222 -2.715  0.101
H -1.941 -0.459 -3.257  0.131
O -2.654 0.348 0.810  0.136
N -2.706 1.470 0.746  0.205
C -7.100 -0.796 2.105  -0.039
C -6.168 -1.389 1.084  -0.237
C -6.603 -1.573 -0.224  -0.061
C -5.768 -2.129 -1.184  -0.084
C -4.489 -2.520 -0.830  -0.022
C -4.036 -2.337 0.475  -0.226
N -2.689 -2.662 0.753  0.094
C -2.211 -3.539 1.689  -0.179
C -3.083 -4.392 2.382  -0.018
C -2.603 -5.292 3.305  -0.053
C -1.237 -5.393 3.576  -0.072
C -0.368 -4.564 2.907  -0.007
C -0.824 -3.626 1.970  -0.053
C 0.134 -2.730 1.320  -0.419
O 1.390 -2.859 1.702  0.058
O -0.220 -1.871 0.504  -0.090
C -4.861 -1.754 1.444  -0.189
C -4.367 -1.502 2.841  -0.032
H -8.093 -0.652 1.685  0.080
H -6.743 0.173 2.462  0.083
H -7.192 -1.441 2.980  0.091
H -7.615 -1.293 -0.488  0.112
H -6.125 -2.283 -2.193  0.105
H -3.829 -2.991 -1.548  0.115
H -1.982 -2.227 0.185  0.100
H -4.142 -4.347 2.162  0.119
H -3.301 -5.941 3.818  0.113
H -0.869 -6.108 4.297  0.107
H 0.694 -4.614 3.101  0.122
H -3.280 -1.528 2.892  0.076
H -4.744 -2.253 3.539  0.097
H -4.706 -0.532 3.205  0.080